{"formula": "C37H84BNO10", "method": "ωB97M-V with the def2-TZVPD basis set", "elements": ["H", "C", "H", "H", "H", "H", "H", "H", "C", "C", "H", "C", "H", "H", "C", "H", "H", "H", "C", "H", "H", "H", "H", "H", "H", "H", "H", "H", "C", "C", "H", "H", "C", "H", "H", "H", "H", "B", "H", "C", "C", "O", "C", "H", "C", "H", "C", "H", "H", "C", "H", "C", "H", "H", "C", "H", "H", "H", "H", "C", "H", "H", "H", "H", "O", "C", "C", "H", "O", "H", "C", "H", "C", "C", "H", "C", "O", "H", "C", "H", "O", "H", "C", "H", "C", "H", "H", "H", "H", "C", "N", "O", "H", "H", "H", "C", "H", "O", "H", "H", "O", "C", "H", "H", "H", "C", "H", "C", "C", "H", "H", "O", "H", "C", "H", "H", "H", "C", "H", "C", "H", "H", "H", "O", "C", "H", "H", "H", "H", "H", "H", "H", "H"], "coordinates": [[-3.086, 0.569, 5.486], [-5.479, 0.557, -3.192], [-5.197, -1.040, 1.640], [-6.122, 2.973, 7.639], [3.840, -5.966, 2.952], [10.068, 5.190, -4.102], [8.466, 8.254, -3.781], [0.238, -5.942, 0.240], [-6.460, 2.070, 7.127], [0.643, 3.394, -0.807], [3.667, -7.489, -1.091], [-7.934, 2.248, 6.849], [4.268, 1.857, -1.848], [3.158, -9.771, -1.176], [4.907, 5.291, -2.971], [-7.158, 0.349, -1.134], [2.537, 2.415, -0.290], [6.724, 7.062, -1.579], [3.183, -6.673, 3.472], [1.476, 1.840, -3.094], [2.694, -0.312, -0.509], [4.844, -1.684, -3.315], [-0.954, 3.347, 0.664], [-0.166, -2.845, 0.742], [-5.902, 1.980, 6.193], [0.512, 3.904, -1.762], [-3.323, -0.948, 4.578], [1.562, -2.310, -2.481], [-6.068, -0.901, 1.007], [1.418, -1.371, -1.946], [-2.826, 3.279, -0.736], [1.042, -0.669, -2.695], [1.712, 2.298, -0.992], [2.057, -5.303, 1.789], [6.739, 5.596, -4.061], [10.786, 6.712, -3.532], [-7.397, -1.399, -1.053], [3.514, -0.053, -2.553], [-0.204, -10.880, 0.121], [-6.653, -0.619, -1.252], [8.345, 7.676, -2.856], [2.211, -7.203, 2.603], [3.567, 1.520, -2.622], [0.440, -7.642, 0.687], [2.233, 2.261, -2.430], [9.642, 6.720, -4.898], [-4.005, 0.669, -2.813], [-0.118, -0.658, -0.566], [6.677, 8.740, -2.137], [-6.121, -0.736, -2.670], [0.954, -11.437, -1.105], [-4.991, -0.711, 6.709], [-10.419, 1.820, 5.849], [0.585, -5.948, 2.554], [1.455, -6.208, 1.936], [3.430, -1.751, -1.207], [-5.582, 0.622, -4.276], [-4.077, -0.402, 7.231], [-10.037, 0.115, 5.530], [6.893, 7.713, -2.439], [3.572, -1.407, -5.587], [5.355, 4.691, 0.215], [4.128, 5.726, -0.544], [4.075, 3.956, -0.788], [5.976, 7.448, -3.485], [9.878, 6.249, -3.937], [-9.794, 0.973, 6.154], [-3.369, 2.290, -4.091], [8.799, 6.349, -3.040], [-6.025, 1.404, -2.769], [-3.407, 2.060, -3.025], [-1.723, 4.220, -1.723], [0.751, -2.439, 0.309], [0.958, -6.685, 0.592], [2.896, -2.271, -4.398], [4.735, 4.821, -0.670], [1.952, -6.724, -0.418], [3.995, 1.818, -3.581], [2.315, -9.097, -0.963], [-0.074, -10.018, -1.427], [-5.040, -0.133, 5.418], [1.319, -3.305, -0.037], [2.796, -0.888, -1.426], [1.410, -0.617, 1.298], [-2.006, 2.197, -2.403], [-8.081, 3.235, 6.387], [1.794, -8.892, -1.906], [-6.947, -1.045, -3.310], [-3.884, 0.405, -1.762], [1.508, -1.695, 1.421], [3.190, -1.341, -4.655], [-5.609, -0.700, -0.307], [-1.711, 1.225, -2.000], [4.605, 4.369, -3.487], [-4.092, 2.787, -2.581], [5.787, 6.104, -3.891], [-7.116, -0.518, 6.991], [-6.155, 1.015, 8.023], [-3.905, 0.591, 3.910], [-8.482, 2.229, 7.799], [1.440, -9.718, -0.041], [0.329, -1.598, -0.898], [1.142, -1.967, 2.408], [-4.980, -1.807, 6.619], [-1.288, 2.416, -3.196], [0.487, -10.554, -0.653], [5.266, 6.176, -4.849], [-6.191, -0.314, 7.535], [4.245, -0.859, -3.717], [8.942, 8.160, -2.069], [2.727, -6.163, 4.329], [-8.424, 1.245, 5.978], [-0.725, 1.834, -0.162], [2.869, -7.804, -0.414], [4.007, 5.870, -2.734], [-6.695, -1.796, 1.072], [1.254, 1.331, -0.776], [-1.881, 3.235, -1.281], [-3.443, -0.055, -3.409], [-3.771, 0.021, 4.828], [2.577, -1.901, 1.386], [-5.378, -1.536, -2.680], [-6.643, -0.042, 1.365], [5.595, 4.942, -1.781], [-0.739, 2.915, -0.314], [4.909, -0.202, -4.277], [3.304, -7.960, 0.575], [-10.020, 0.727, 7.198], [3.781, -7.505, 3.837], [2.372, 3.298, -2.748], [-0.475, -2.141, -1.402], [1.010, 4.133, -0.095], [-6.180, -0.937, 8.432]], "mulliken_charge": [0.364, -0.822, 0.160, 0.376, 0.325, 0.234, 0.346, 0.466, -0.342, -1.101, 0.378, -0.570, 0.210, 0.407, -0.085, 0.358, 0.907, 0.156, -0.746, 0.180, 0.240, 0.302, 0.459, 0.545, 0.162, 0.541, 0.319, 0.502, -0.789, -0.825, 0.482, 0.464, 0.754, 0.193, 0.228, 0.320, 0.419, -0.013, 0.234, -0.641, -0.575, -0.320, -0.648, 0.243, -0.687, 0.326, -0.412, -0.226, 0.378, -0.731, 0.318, -0.597, 0.331, 0.423, -0.370, 0.389, 0.447, 0.348, 0.229, -0.338, 0.241, 0.320, 0.378, -0.038, -0.424, -0.763, -0.776, 0.290, -0.264, 0.313, -1.135, 0.328, -0.225, -0.581, 0.163, -0.603, -0.363, 0.173, -0.572, 0.328, -0.224, 0.054, -0.523, 0.352, 0.313, 0.379, 0.338, 0.383, 0.434, -1.407, -0.548, -0.166, -0.161, 0.026, 0.462, -0.608, 0.185, -0.441, 0.200, 0.349, -0.284, -0.293, 0.388, 0.389, 0.291, -0.754, 0.400, -0.372, -0.683, 0.391, 0.323, -0.247, 0.257, -0.446, 0.381, 0.315, -1.083, -1.089, 0.252, -0.773, 0.303, 0.321, 0.335, -0.258, -0.692, 0.289, 0.218, 0.328, 0.246, 0.622, 0.424, 0.303, 0.383], "smiles": "CCCCCB(CN)CCCCCCCCCCCCOC.COCCOCCOC.COCCOCCOC.COCCOCCOC", "orbital_gap_ev": 9.41, "charge": 0}